ORCA calculation (the ωB97M-V functional and the def2-TZVPD basis) on a gas-phase ion, C4H9N2 (charge +1) in a non-equilibrium geometry.

```
15
Properties=species:S:1:pos:R:3:forces:R:3:nbo_charge:R:1
C 2.079596 -0.309811 -1.250946 -2.24 0.21 1.49 -0.37
C 1.495588 -0.651588 -0.098463 -1.90 2.03 -1.11 -0.03
N 0.204481 -0.165691 0.246640 -6.49 1.27 -4.37 -0.38
C -0.223054 0.411705 1.498772 2.15 -0.32 3.69 -0.48
C -1.046495 -0.108782 -0.819353 6.60 -2.59 3.72 0.39
N -2.156185 0.451463 -0.478540 1.50 -0.53 -0.74 -0.71
H 2.974305 -0.803988 -1.362189 2.09 -0.58 -1.17 0.23
H 1.589538 0.402920 -1.943759 0.72 -0.66 0.45 0.23
H 1.752373 -1.221698 0.746233 1.48 -0.99 0.47 0.23
H -0.865306 -0.352793 2.149741 0.84 1.88 -1.63 0.24
H 0.747915 0.575728 2.199412 -2.12 -0.38 -1.75 0.26
H -0.620271 1.463376 1.415055 0.13 -1.23 0.09 0.22
H -0.868691 -0.916253 -1.585760 -0.65 1.22 0.62 0.26
H -2.947992 -0.051593 -0.806018 -1.38 0.58 -0.32 0.45
H -2.115801 1.277006 0.089175 -0.74 0.09 0.57 0.45
```
Positions in Å, forces in eV/Å.

Its SMILES is C=CN(C)C=[NH2+]. The total energy is -266.9522 Eh. Its total charge is +1. Its multiplicity is 1. The calculation puts the energy relative to the best compared isomer or geometry (same formula, charge and spin) at 4.002 eV.